{"formula": "C49H88Cl22F5N3O5", "method": "ωB97M-V/def2-TZVPD", "multiplicity": 1, "gap_ev": 9.30, "e_lumo_ev": 0.2, "total_charge": 0, "max_force_ev_per_a": 2.08, "symbols": ["C", "C", "C", "O", "O", "C", "C", "C", "C", "C", "C", "C", "N", "C", "O", "N", "C", "C", "C", "C", "C", "F", "F", "C", "F", "F", "F", "C", "C", "C", "C", "O", "C", "C", "N", "C", "C", "C", "C", "O", "H", "H", "H", "H", "H", "H", "H", "H", "H", "H", "H", "H", "H", "H", "H", "H", "H", "H", "H", "H", "H", "H", "H", "H", "H", "H", "H", "H", "H", "H", "H", "H", "H", "H", "H", "H", "H", "H", "H", "H", "H", "H", "H", "H", "Cl", "C", "C", "Cl", "H", "H", "H", "H", "Cl", "C", "C", "Cl", "H", "H", "H", "H", "Cl", "C", "C", "Cl", "H", "H", "H", "H", "Cl", "C", "C", "Cl", "H", "H", "H", "H", "Cl", "C", "C", "Cl", "H", "H", "H", "H", "Cl", "C", "C", "Cl", "H", "H", "H", "H", "Cl", "C", "C", "Cl", "H", "H", "H", "H", "Cl", "C", "C", "Cl", "H", "H", "H", "H", "Cl", "C", "C", "Cl", "H", "H", "H", "H", "Cl", "C", "C", "Cl", "H", "H", "H", "H", "Cl", "C", "C", "Cl", "H", "H", "H", "H"], "coordinates": [[-2.523, -6.798, 0.210], [-3.010, -5.956, 1.138], [-3.464, -4.612, 0.676], [-4.156, -4.398, -0.305], [-2.945, -3.653, 1.460], [-3.682, -2.402, 1.426], [-3.315, -1.653, 2.719], [-2.353, -0.503, 2.395], [-0.924, -0.997, 2.097], [0.100, 0.104, 2.486], [1.111, 0.293, 1.350], [2.256, 1.282, 1.700], [1.645, 2.423, 2.382], [3.089, 0.512, 2.738], [3.005, 0.527, 3.948], [3.998, -0.268, 1.993], [4.064, 0.219, 0.615], [5.502, 0.127, 0.104], [5.975, -1.346, 0.185], [7.133, -1.671, -0.751], [6.749, -1.953, -2.187], [7.757, -2.552, -2.871], [6.527, -0.764, -2.822], [5.510, -2.864, -2.361], [4.369, -2.156, -2.197], [5.554, -3.896, -1.509], [5.461, -3.386, -3.610], [3.285, 1.558, 0.563], [4.099, 2.865, 0.783], [5.202, 2.833, 1.857], [6.596, 3.343, 1.409], [6.837, 3.339, 0.016], [2.546, 1.814, -0.773], [3.334, 1.563, -2.055], [2.442, 1.913, -3.184], [2.269, 3.383, -3.292], [0.796, 3.727, -3.086], [2.837, 1.403, -4.436], [4.099, 0.591, -4.605], [2.124, 1.602, -5.409], [-1.603, -7.336, 0.388], [-3.068, -6.895, -0.720], [-3.092, -6.174, 2.195], [-3.309, -1.835, 0.577], [-4.748, -2.553, 1.304], [-2.759, -2.357, 3.331], [-4.200, -1.279, 3.210], [-2.336, 0.179, 3.242], [-2.681, 0.032, 1.503], [-0.837, -1.252, 1.041], [-0.739, -1.892, 2.686], [-0.460, 1.021, 2.613], [0.579, -0.213, 3.404], [0.523, 0.627, 0.500], [1.541, -0.692, 1.169], [1.125, 2.977, 1.712], [2.370, 2.984, 2.808], [4.872, -0.234, 2.505], [3.508, -0.467, -0.033], [6.185, 0.678, 0.749], [5.608, 0.516, -0.905], [6.354, -1.478, 1.195], [5.121, -2.008, 0.094], [7.803, -0.813, -0.787], [7.746, -2.493, -0.392], [4.443, 3.219, -0.183], [3.358, 3.586, 1.117], [4.890, 3.481, 2.675], [5.322, 1.861, 2.314], [6.781, 4.343, 1.788], [7.341, 2.690, 1.873], [6.441, 2.568, -0.390], [2.236, 2.857, -0.735], [1.640, 1.225, -0.878], [4.215, 2.213, -2.104], [3.646, 0.527, -2.109], [2.630, 3.773, -4.237], [2.819, 3.826, -2.467], [0.597, 4.789, -3.199], [0.198, 3.124, -3.765], [0.505, 3.425, -2.082], [4.979, 1.019, -4.138], [3.900, -0.426, -4.275], [4.285, 0.549, -5.671], [-9.297, -0.585, 3.940], [-9.138, -1.353, 2.333], [-7.836, -2.091, 2.183], [-6.442, -0.980, 2.125], [-9.234, -0.580, 1.572], [-9.968, -2.049, 2.230], [-7.833, -2.648, 1.250], [-7.673, -2.792, 3.000], [-9.233, -0.236, -0.687], [-10.309, 0.254, -2.023], [-11.280, 1.324, -1.598], [-12.485, 0.711, -0.435], [-10.824, -0.633, -2.381], [-9.673, 0.631, -2.822], [-11.828, 1.686, -2.466], [-10.768, 2.165, -1.137], [10.077, -3.009, 1.962], [9.846, -4.759, 2.248], [9.705, -5.527, 0.963], [8.176, -5.143, 0.127], [8.967, -4.890, 2.876], [10.722, -5.110, 2.792], [9.694, -6.595, 1.171], [10.522, -5.318, 0.277], [-1.978, 3.764, -4.874], [-1.417, 3.939, -6.557], [-1.736, 5.297, -7.123], [-3.488, 5.532, -7.366], [-1.868, 3.144, -7.144], [-0.338, 3.786, -6.545], [-1.265, 5.407, -8.098], [-1.378, 6.094, -6.477], [-5.251, 2.518, 4.431], [-5.549, 1.027, 5.361], [-4.627, 0.905, 6.549], [-2.935, 0.630, 6.057], [-5.441, 0.185, 4.682], [-6.583, 1.064, 5.700], [-4.926, 0.051, 7.155], [-4.653, 1.795, 7.171], [1.128, -3.967, -7.723], [2.269, -4.005, -6.355], [2.901, -2.661, -6.101], [4.014, -2.181, -7.408], [3.020, -4.762, -6.567], [1.703, -4.313, -5.478], [3.486, -2.702, -5.186], [2.151, -1.880, -5.999], [4.449, 8.015, -0.942], [5.668, 6.796, -0.488], [6.220, 6.067, -1.684], [5.000, 5.011, -2.441], [5.206, 6.107, 0.215], [6.472, 7.324, 0.020], [7.042, 5.424, -1.374], [6.582, 6.757, -2.442], [4.908, -8.245, 4.985], [4.890, -7.363, 3.437], [6.222, -7.418, 2.736], [7.476, -6.488, 3.600], [4.589, -6.338, 3.638], [4.131, -7.831, 2.812], [6.136, -6.981, 1.742], [6.577, -8.440, 2.634], [-6.181, 3.467, -2.249], [-5.617, 3.644, -3.934], [-5.934, 5.002, -4.500], [-7.688, 5.239, -4.738], [-6.071, 2.850, -4.523], [-4.541, 3.491, -3.926], [-5.464, 5.116, -5.474], [-5.575, 5.797, -3.852], [-7.771, 5.265, 7.099], [-7.702, 6.279, 5.633], [-6.323, 6.311, 5.028], [-5.156, 7.185, 6.053], [-8.043, 7.276, 5.900], [-8.404, 5.852, 4.919], [-6.355, 6.830, 4.071], [-5.943, 5.307, 4.866], [-9.488, -4.802, 0.707], [-9.774, -6.230, 1.734], [-8.795, -6.306, 2.877], [-7.137, -6.646, 2.320], [-9.719, -7.112, 1.101], [-10.788, -6.147, 2.123], [-9.079, -7.114, 3.549], [-8.774, -5.378, 3.443]], "atomic_forces_ev_per_a": [[-0.27, 0.33, 0.58], [-0.08, 0.01, -0.34], [-1.56, -0.33, -1.06], [0.58, -0.03, 0.91], [-0.89, -0.52, 0.04], [0.84, 0.40, 0.40], [0.60, 0.16, -1.25], [0.18, -0.57, 0.14], [-0.20, 0.71, 0.50], [-0.31, -0.78, -0.91], [0.06, -0.02, 0.70], [-0.78, 0.27, 1.44], [0.36, -0.26, -0.53], [-0.04, -0.27, -0.11], [0.28, 0.09, -0.99], [-0.15, 0.83, 0.98], [0.34, 0.15, -0.76], [0.05, -0.46, 0.31], [0.21, 0.60, 0.26], [0.10, -0.10, -0.13], [0.44, 0.29, 0.14], [-0.01, -0.04, 0.28], [-0.45, -0.21, -0.19], [-0.30, -0.16, -1.08], [0.42, -0.46, 0.23], [-0.19, 0.46, -0.07], [0.03, 0.36, 0.62], [-0.26, 0.12, -0.63], [-0.21, -0.80, 0.82], [0.11, 0.72, -0.12], [0.02, -0.93, 0.25], [0.05, 0.65, -0.21], [0.31, -0.51, 0.20], [-0.52, 0.85, 0.10], [1.96, -0.20, -0.66], [-1.43, -0.01, 0.93], [0.31, -0.39, -0.06], [-1.10, -0.11, -0.60], [-0.29, 0.04, -0.30], [0.46, 0.19, 0.46], [-0.66, -1.24, 0.34], [0.91, 0.90, -0.77], [1.39, 0.49, 0.29], [-0.18, 0.02, -0.28], [0.17, -0.43, -0.03], [-0.31, -0.07, 0.48], [-0.09, -0.11, 0.28], [0.05, 0.17, 0.01], [-0.32, 0.33, 0.14], [0.04, -0.18, -0.08], [0.14, -0.22, -0.08], [0.18, 0.25, 0.38], [0.13, 0.43, 0.27], [0.16, -0.04, -0.27], [0.04, -0.04, -0.52], [-0.02, 0.21, 0.09], [-0.17, 0.23, 0.12], [0.18, -0.61, -0.15], [-0.16, -0.17, 0.14], [0.01, 0.32, -0.05], [-0.19, 0.03, -0.19], [0.00, -0.29, 0.13], [0.01, -0.22, -0.13], [0.11, 0.10, -0.12], [-0.19, -0.25, 0.06], [0.32, 0.03, -0.04], [-0.06, 0.27, -0.27], [-0.01, 0.00, 0.17], [-0.05, -0.23, -0.09], [-0.01, 0.24, -0.26], [0.12, 0.10, 0.21], [-0.06, -0.21, 0.03], [-0.15, 0.12, -0.12], [-0.01, -0.11, 0.09], [0.27, -0.17, 0.11], [-0.05, -0.18, -0.16], [0.16, -0.10, -0.15], [0.22, 0.12, -0.20], [-0.08, 0.09, -0.15], [0.05, 0.27, -0.07], [-0.08, 0.06, 0.16], [-0.01, -0.10, 0.40], [0.29, -0.10, 0.28], [-0.05, -0.07, -0.17], [0.03, 0.01, 0.01], [-0.05, 0.06, -0.04], [-0.03, -0.14, -0.05], [-0.47, 0.34, 0.08], [-0.04, -0.09, 0.47], [0.02, -0.02, 0.00], [0.00, 0.05, -0.03], [0.04, 0.05, 0.04], [0.03, 0.04, -0.41], [0.03, 0.00, -0.17], [-0.02, 0.09, -0.06], [0.01, 0.00, 0.03], [-0.02, -0.03, 0.09], [0.03, 0.06, 0.05], [-0.01, -0.05, -0.02], [0.02, -0.03, 0.06], [-0.04, 0.01, -0.03], [0.02, 0.05, 0.17], [0.12, -0.10, 0.02], [-0.06, -0.05, -0.07], [0.29, 0.28, -0.24], [0.03, 0.01, -0.05], [-0.07, 0.01, 0.07], [-0.05, 0.08, -0.04], [-0.35, 0.06, -0.14], [0.16, -0.10, -0.07], [0.10, 0.06, -0.03], [0.00, 0.03, -0.03], [-0.07, 0.01, 0.03], [0.01, 0.03, 0.04], [-0.02, -0.06, -0.02], [-0.06, -0.01, 0.06], [0.05, 0.00, -0.08], [-0.11, -0.08, 0.09], [-0.07, -0.02, 0.05], [0.03, 0.01, 0.03], [0.04, 0.04, -0.03], [0.00, 0.03, 0.02], [-0.01, -0.04, -0.05], [0.03, 0.05, -0.07], [0.02, -0.01, -0.02], [-0.01, -0.07, 0.08], [-0.07, 0.10, 0.06], [0.01, 0.01, -0.01], [0.01, 0.03, -0.07], [-0.02, 0.05, 0.01], [0.07, -0.07, 0.05], [-0.01, 0.00, -0.09], [-0.04, -0.01, 0.01], [0.05, -0.02, 0.09], [0.31, -0.02, 0.01], [0.10, 0.10, -0.05], [-0.04, -0.02, -0.05], [0.02, 0.01, -0.04], [-0.10, -0.05, 0.08], [-0.12, 0.04, -0.03], [0.01, 0.02, 0.01], [-0.07, 0.02, -0.01], [-0.07, -0.03, -0.20], [-0.27, -0.35, 0.20], [0.04, 0.01, 0.05], [0.04, -0.03, -0.02], [0.00, 0.07, 0.03], [0.03, 0.00, 0.10], [-0.04, -0.03, 0.00], [0.08, -0.07, -0.02], [0.09, 0.05, -0.07], [-0.03, 0.02, 0.02], [-0.08, 0.02, 0.03], [-0.02, 0.07, 0.00], [0.00, -0.08, 0.02], [-0.07, -0.01, 0.06], [0.00, 0.01, 0.03], [-0.08, 0.03, -0.08], [0.01, -0.01, -0.11], [0.01, -0.01, 0.02], [0.04, 0.00, 0.07], [0.04, -0.05, -0.01], [-0.04, 0.04, 0.02], [0.04, -0.05, 0.07], [-0.06, -0.03, -0.07], [-0.09, -0.06, 0.05], [-0.01, -0.05, 0.08], [0.01, 0.05, 0.00], [0.08, 0.02, -0.03], [0.01, 0.05, 0.03], [-0.01, -0.03, -0.04], [0.02, 0.03, -0.04]], "mulliken_charge": [-0.640, -0.404, 0.703, -0.595, -0.262, -0.312, -0.302, -0.751, -0.299, -0.961, -1.678, 0.014, -0.425, -0.329, -0.679, -0.260, -0.957, -0.880, -0.960, -1.174, 1.039, -0.358, -0.213, 0.401, -0.137, -0.225, -0.321, 4.505, -1.294, -1.184, -0.780, -0.566, -2.167, -0.531, 0.489, -0.255, -1.118, 0.553, -0.775, -0.673, 0.262, 0.280, 0.364, 0.309, 0.257, 0.496, -0.442, 0.481, 0.191, 0.405, 0.456, 0.419, 0.444, 0.588, 0.288, 0.382, 0.289, 0.470, 0.794, 0.419, 0.190, 0.491, 0.727, 0.513, -0.051, -0.218, 1.086, 0.629, 0.389, 0.448, 0.249, 0.306, 0.371, -0.089, 0.284, 0.216, 0.705, -0.043, 0.476, 0.049, 0.134, 0.246, -0.064, 0.452, -0.207, -0.227, -0.475, -0.174, 0.075, 0.367, 0.329, 0.295, -0.158, -0.530, -0.429, -0.184, 0.321, 0.302, 0.333, 0.307, -0.195, -0.186, -0.621, -0.087, 0.000, 0.384, 0.345, 0.380, -0.192, -0.354, -0.490, -0.201, 0.377, 0.205, 0.340, 0.321, -0.205, -0.043, -0.537, -0.143, -0.078, 0.334, 0.308, 0.366, -0.197, -0.493, 0.176, -0.196, 0.347, 0.327, -0.273, 0.321, -0.196, -0.175, -0.475, -0.066, 0.000, 0.378, 0.163, 0.439, -0.182, -0.473, -0.272, -0.214, 0.320, 0.320, 0.146, 0.348, -0.205, -0.056, -0.031, -0.212, 0.350, -0.095, -0.079, 0.339, -0.188, -0.455, 0.002, -0.190, 0.343, 0.290, 0.294, -0.065, -0.144, -0.462, -0.478, -0.150, 0.358, 0.286, 0.353, 0.263]}